Entry 1:
The following is a DFT calculation (ωB97M-V/def2-TZVPD) of the ion C5H10N2 with charge +2 in a non-equilibrium geometry.

## Properties
SMILES = C[N+]1(C)C=C[NH+]=C1
energy above the lowest of the compared OMol25 structures with the same formula, charge and spin = 67.0 kcal per mole

Geometry as ORCA input:
```
! wB97M-V def2-TZVPD RIJCOSX def2/J DEFGRID3
* xyz 2 1
C -1.975 -0.211 -0.079
C -0.923 0.240 -0.818
C -0.084 -0.960 0.910
C 0.905 0.984 0.808
C 1.304 -0.187 -1.259
N -1.594 -0.995 0.887
N 0.315 -0.085 -0.135
H -2.970 -0.080 -0.250
H -0.865 0.980 -1.666
H 0.460 -1.490 1.635
H 1.944 0.658 0.816
H 0.809 1.971 0.319
H 0.360 1.036 1.811
H 0.750 -0.399 -2.173
H 1.723 0.824 -1.368
H 2.047 -0.946 -1.051
H -2.206 -1.341 1.614
*
```

Entry 2:
The following is a DFT calculation (ωB97M-V/def2-TZVPD) of a structure of composition C30H45ClO2P2Ti in a non-equilibrium geometry.

## Properties
E = -3312.57300 hartree
<S²> = 0.901

Geometry as ORCA input:
```
! wB97M-V def2-TZVPD RIJCOSX def2/J DEFGRID3
* xyz 1 2
Ti -0.153 0.871 -1.436
C -0.852 -2.110 2.342
C 0.435 -2.287 1.768
C 0.606 -0.707 3.430
C -0.751 -1.122 3.357
C 1.339 -1.431 2.457
C -2.085 -2.814 1.945
H -1.845 -3.736 1.398
H -2.725 -2.197 1.275
H -2.685 -3.084 2.830
C -1.843 -0.621 4.215
H -2.816 -0.966 3.846
H -1.859 0.479 4.241
H -1.732 -0.971 5.255
C 1.157 0.272 4.386
H 1.420 -0.205 5.344
H 0.432 1.067 4.601
H 2.065 0.738 3.989
C 2.791 -1.324 2.226
H 3.363 -1.764 3.058
H 3.105 -0.274 2.132
H 3.090 -1.841 1.306
C 0.798 -3.206 0.669
H 1.458 -4.014 1.026
H 1.329 -2.679 -0.140
H -0.092 -3.672 0.232
C -1.289 1.740 -2.723
C -1.991 0.397 -2.848
C -1.433 -0.513 -3.968
C -0.007 -1.062 -3.777
C 0.667 -0.844 -2.390
C 1.646 0.361 -2.327
C 1.345 1.695 -3.092
C -0.106 2.129 -3.552
H -1.461 0.055 -4.912
H 0.656 -0.658 -4.558
H -2.133 -1.338 -4.151
H -0.235 1.820 -4.602
H -1.957 2.548 -2.409
H -3.012 0.668 -3.189
H -0.095 3.232 -3.568
H 1.837 2.548 -2.600
H 2.552 -0.022 -2.851
H 1.903 1.596 -4.038
H -0.033 -2.145 -3.959
H 1.300 -1.723 -2.191
P -3.248 -1.782 -1.047
C -4.959 -1.247 -1.450
C -2.888 -2.937 -2.428
P 3.438 0.087 -0.922
C -2.239 -0.244 -1.452
C 4.499 -1.148 -1.765
C 4.380 1.574 -1.410
H -5.391 -0.820 -0.532
H -5.545 -2.131 -1.741
H -4.963 -0.494 -2.249
H -1.837 -2.902 -2.753
H -3.566 -2.771 -3.282
H -3.082 -3.942 -2.014
H 3.915 2.087 -2.262
H 5.408 1.279 -1.647
H 4.390 2.240 -0.534
H -2.732 0.521 -0.805
H -0.103 -1.015 -1.554
H 5.055 -1.656 -0.960
H 5.206 -0.653 -2.445
H 3.885 -1.885 -2.305
Cl -0.421 4.954 5.781
C -0.278 4.145 4.275
C -1.427 3.589 3.690
C -1.297 2.852 2.519
C -0.037 2.772 1.934
C 1.112 3.346 2.470
C 0.987 4.038 3.670
C 0.080 2.044 0.683
O -0.338 0.817 0.609
O 0.526 2.567 -0.402
H -2.402 3.729 4.155
H -2.145 2.363 2.035
H 2.062 3.235 1.949
H 1.851 4.503 4.140
*
```

Entry 3:
The following is a DFT calculation (ωB97M-V/def2-TZVPD) of a cluster of 2 separate species, C4H8N2O2 in total in a non-equilibrium geometry.

## Properties
energy above the lowest of the compared OMol25 structures with the same formula, charge and spin = 78.6 kcal per mole

Geometry as ORCA input:
```
! wB97M-V def2-TZVPD RIJCOSX def2/J DEFGRID3
* xyz 0 1
N 1.279 -0.691 1.456
C 0.151 -1.515 1.071
O -1.028 -0.955 1.216
O 0.466 -2.629 0.551
H 1.403 -0.850 2.477
H 2.084 -1.082 1.011
C -0.312 0.455 -1.344
C -0.914 -0.703 -1.751
C -0.095 2.304 0.140
N -0.520 1.096 -0.109
H 0.340 1.008 -2.034
H -1.159 -1.488 -1.008
H -0.841 -1.002 -2.823
H -0.263 2.717 1.154
H 0.292 2.914 -0.698
H -0.882 0.422 0.690
*
```

Entry 4:
The following is a DFT calculation (ωB97M-V/def2-TZVPD) of a cluster of 3 separate species, C14H38N3 in total in a non-equilibrium geometry.

## Properties
E = -720.15043 hartree

Geometry as ORCA input:
```
! wB97M-V def2-TZVPD RIJCOSX def2/J DEFGRID3
* xyz 1 1
C 1.958 0.521 -2.835
C 0.552 -0.314 -2.721
N -0.590 0.667 -2.572
H 2.505 0.216 -3.831
H 2.589 0.256 -1.863
H 1.848 1.686 -2.845
H 0.494 -1.047 -1.793
H 0.420 -1.015 -3.678
H -1.219 0.533 -3.416
H -1.069 0.475 -1.663
H -0.315 1.674 -2.572
C -2.689 -3.094 -2.367
C -3.423 -3.860 -1.270
N -2.534 -4.479 -0.282
C -3.214 -5.441 0.588
C -4.297 -4.904 1.520
C -1.591 -3.586 0.392
C -2.165 -2.400 1.161
H -1.954 -3.731 -2.870
H -3.405 -2.750 -3.122
H -2.178 -2.209 -1.978
H -4.003 -4.648 -1.767
H -4.149 -3.189 -0.796
H -2.470 -5.980 1.187
H -3.669 -6.211 -0.047
H -3.871 -4.362 2.365
H -4.868 -5.742 1.937
H -5.007 -4.253 1.005
H -0.891 -3.195 -0.358
H -0.954 -4.169 1.069
H -2.942 -1.871 0.603
H -1.367 -1.678 1.369
H -2.574 -2.704 2.126
C 2.122 5.840 2.514
C 2.310 4.325 2.523
N 1.787 3.656 1.328
C 1.706 2.199 1.468
C 3.016 1.434 1.636
C 2.297 4.132 0.042
C 3.805 4.081 -0.184
H 1.071 6.107 2.363
H 2.438 6.258 3.477
H 2.722 6.323 1.738
H 1.777 3.945 3.403
H 3.371 4.101 2.679
H 1.162 1.781 0.611
H 1.072 1.976 2.335
H 3.568 1.366 0.699
H 2.800 0.408 1.952
H 3.664 1.878 2.396
H 1.969 5.170 -0.095
H 1.801 3.589 -0.773
H 4.372 4.452 0.673
H 4.067 4.710 -1.043
H 4.145 3.071 -0.418
*
```

Entry 5:
The following is a DFT calculation (ωB97M-V/def2-TZVPD) of the molecule C10H10N2O2S in a non-equilibrium geometry.

## Properties
energy above the lowest of the compared OMol25 structures with the same formula, charge and spin = 16.6 kcal per mole
<S²> = 2.022

Geometry as ORCA input:
```
! wB97M-V def2-TZVPD RIJCOSX def2/J DEFGRID3
* xyz 0 3
C -2.001 1.890 -0.337
C -3.559 0.550 0.369
C -1.415 0.797 0.219
C 1.912 0.363 -1.020
C 1.887 2.069 0.772
C 2.356 -0.883 -0.453
C 1.321 -1.742 0.273
C 0.408 -0.743 1.085
C -0.042 0.440 0.273
C 0.991 1.345 -0.283
N -2.440 -0.071 0.623
N -3.361 1.715 -0.257
O 2.230 0.731 -2.141
O 0.554 2.392 -1.143
S 2.703 1.376 1.852
H -1.551 2.816 -0.834
H -4.427 0.133 0.549
H 3.063 -1.334 -1.305
H 3.212 -0.647 0.319
H 0.772 -2.287 -0.402
H 1.746 -2.327 1.100
H -0.532 -1.247 1.259
H 1.009 -0.300 1.878
H -4.194 2.268 -0.584
H 1.082 2.524 -1.940
*
```

Entry 6:
The following is a DFT calculation (ωB97M-V/def2-TZVPD) of a cluster of 2 separate species, C6H16O2 in total in a non-equilibrium geometry.

## Properties
SMILES = CC[C@@H](C)CCO.O
energy above the lowest of the compared OMol25 structures with the same formula, charge and spin = 24.1 kcal per mole

Geometry as ORCA input:
```
! wB97M-V def2-TZVPD RIJCOSX def2/J DEFGRID3
* xyz 0 1
C 1.697 1.431 -0.154
O 2.525 2.159 0.793
C 1.525 0.022 0.402
C 0.070 -0.516 0.029
C -0.371 -1.627 0.943
C 0.013 -0.896 -1.426
C -1.463 -0.945 -1.935
H 2.319 1.453 -1.049
H 0.729 1.909 -0.303
H 2.328 3.101 0.717
H 2.267 -0.617 -0.072
H 1.465 -0.007 1.485
H -0.521 0.384 0.251
H 0.231 -2.536 0.910
H -1.357 -2.036 0.628
H -0.743 -1.420 1.952
H 0.393 -1.917 -1.523
H 0.571 -0.283 -2.130
H -1.600 -0.908 -3.021
H -1.969 -0.074 -1.526
H -1.938 -1.902 -1.716
H -2.017 1.031 1.828
H -1.776 2.346 2.751
O -2.377 1.847 2.163
*
```

Entry 7:
The following is a DFT calculation (ωB97M-V/def2-TZVPD) of a cluster of 2 separate species, CH4FN in total in a non-equilibrium geometry.

## Properties
SMILES = C=N.F
energy above the lowest of the compared OMol25 structures with the same formula, charge and spin = 12.6 kcal per mole

Geometry as ORCA input:
```
! wB97M-V def2-TZVPD RIJCOSX def2/J DEFGRID3
* xyz 0 1
C -0.115 1.001 0.466
N 0.515 0.003 0.042
F -0.412 -2.227 -1.335
H -1.006 1.430 -0.214
H 0.105 1.612 1.269
H -0.270 -1.447 -0.850
H 1.184 -0.372 0.623
*
```

Entry 8:
The following is a DFT calculation (ωB97M-V/def2-TZVPD) of the molecule C2H7N5O in a non-equilibrium geometry.

## Properties
SMILES = [H]/N=C(\N)O/C(=N/[H])NN
energy above the lowest of the compared OMol25 structures with the same formula, charge and spin = 62.6 kcal per mole

Geometry as ORCA input:
```
! wB97M-V def2-TZVPD RIJCOSX def2/J DEFGRID3
* xyz 0 1
C -0.657 0.885 -0.159
C 1.138 -0.428 -0.042
H -1.486 -1.222 -1.461
H -1.170 -1.623 -0.107
H -2.653 0.462 0.450
H -1.182 2.328 0.911
H 2.664 1.189 -0.605
H 3.238 -0.178 0.223
H 1.028 -1.658 1.549
N -1.949 -1.239 -0.511
N -1.846 0.154 0.068
N -0.473 2.168 0.221
N 2.513 0.087 -0.376
N 0.520 -1.170 0.786
O 0.314 0.244 -0.948
*
```